DFT (wB97M-V/def2-TZVPD) results for 3 unconnected molecules or ions with the total composition C29H27BrF17NO10.

* frontier orbital gap: 8.527 eV
* structure (SMILES): CC[C@H](Br)c1cc(C(=O)NC(=O)F)cc2c1C(=O)C(O)=C(COCOCCO)C2=O.FC(F)C(F)(F)COC(F)(F)C(F)F.FC(F)C(F)(F)COC(F)(F)C(F)F
* HOMO: -10.0 eV

Element x y z (Å)
C 5.5613 -0.1865 0.4748
C 4.1404 -0.3433 1.0353
C 3.0529 -0.6792 -0.0415
Br 3.7578 -1.7318 -1.5225
C 2.3749 0.5930 -0.4898
C 3.0871 1.7919 -0.6153
C 2.4438 2.9717 -0.9762
C 3.1896 4.2636 -1.0879
O 3.7638 4.5845 -2.0826
N 3.2077 5.1115 0.0566
C 2.1679 4.9104 0.9897
O 1.2140 5.5875 1.0961
F 2.4017 3.9013 1.7938
C 1.0730 2.9991 -1.2280
C 0.3718 1.8087 -1.0833
C 1.0018 0.6141 -0.7285
C 0.1147 -0.5676 -0.5616
O 0.4284 -1.7031 -0.8266
C -1.2547 -0.2682 -0.0563
O -1.8161 -1.2303 0.7099
C -1.8517 0.8854 -0.3771
C -3.2196 1.3404 0.0226
O -3.5939 0.8342 1.2847
C -4.8117 1.3480 1.7758
O -5.8844 0.4845 1.6377
C -6.4104 0.3952 0.3242
C -7.7214 -0.3499 0.3276
O -8.2511 -0.3650 -1.0081
C -1.1074 1.8032 -1.2659
O -1.6774 2.4946 -2.0716
H 6.0777 -1.1353 0.5452
H 5.5508 0.1622 -0.5506
H 6.1121 0.5419 1.0670
H 3.8095 0.5768 1.5093
H 4.1110 -1.1048 1.8023
H 2.3292 -1.3073 0.4410
H 4.1477 1.8104 -0.4283
H 3.0888 6.0657 -0.2773
H 0.5533 3.9049 -1.5002
H -1.6987 -2.0950 0.2931
H -3.1886 2.4322 0.0735
H -3.9194 1.0990 -0.7817
H -4.6609 1.5138 2.8367
H -5.0267 2.3158 1.3055
H -5.7164 -0.1829 -0.2901
H -6.5362 1.4017 -0.0863
H -8.4597 0.1063 0.9797
H -7.5402 -1.3880 0.5906
H -7.6458 0.1115 -1.5828
C 0.1913 -2.3457 -4.0948
C -1.0076 -3.0793 -4.7201
C -0.7179 -4.2252 -5.6919
F -0.0691 -3.7898 -6.7881
F -1.8946 -4.7628 -6.0939
F -1.8369 -2.1858 -5.3010
F -1.6925 -3.6410 -3.6800
O 0.5504 -1.0952 -4.6657
C 1.4180 -0.9991 -5.7248
C 0.7503 -0.3416 -6.9346
F -0.2881 -1.0854 -7.3631
F 1.6496 -0.2519 -7.9406
F 1.9682 -2.1844 -6.0427
F 2.4270 -0.1841 -5.3428
H -0.1083 -2.0785 -3.0852
H 1.0530 -3.0031 -3.9770
H -0.1273 -5.0066 -5.2055
H 0.3924 0.6564 -6.6743
C 0.4971 0.2778 4.9796
C 1.4572 -0.3135 3.9339
C 1.1374 -1.7043 3.3885
F 1.1813 -2.6451 4.3471
F 2.0722 -2.0220 2.4510
F 2.7232 -0.2820 4.4009
F 1.4061 0.5191 2.8496
O 0.8996 0.2067 6.3346
C 0.5928 -0.8803 7.1174
C 1.8599 -1.5627 7.6367
F 2.5979 -2.0234 6.6068
F 1.5097 -2.6128 8.4110
F -0.2154 -1.7497 6.4850
F -0.0810 -0.4218 8.1945
H 0.4783 1.3457 4.7668
H -0.5247 -0.0744 4.8370
H 0.1518 -1.7203 2.9126
H 2.4580 -0.8605 8.2204



DFT (wB97M-V/def2-TZVPD) results for a molecular structure, C39H31BF2IrN6O4.

* 2S+1: 2
* frontier orbital gap (spin up / spin down): 5.704 / 5.958 eV
* <S²>: 0.794
* relative energy (zero: lowest compared OMol25 entry of this formula, charge and spin): 12.415 eV
* HOMO (spin up / spin down): -7.4 / -7.7 eV

Element x y z (Å)
Ir 0.7344 0.4149 -0.2820
O -4.2366 -4.2417 -1.0656
C -4.2206 -3.1957 -1.7290
O -4.9813 -2.7098 -2.5738
C -3.0605 -2.2275 -1.3140
C -2.3636 -2.4484 -0.1451
C -1.3091 -1.6139 0.2202
N -1.0008 -0.5786 -0.5964
C -1.5816 -0.4340 -1.8188
C -2.6533 -1.2132 -2.1766
C -0.7931 0.4529 -2.7604
C -1.1618 0.5140 -4.2195
C -0.8036 1.6749 -4.7481
C 1.2109 2.8954 -3.5742
C 1.4501 2.5163 -2.1528
N 0.4490 2.0772 -1.4978
C -0.4858 -1.8704 1.3916
C -0.8485 -2.8345 2.3701
C -0.0979 -3.2130 3.4174
C 1.3043 -2.7662 3.5510
C 1.7127 -1.3263 3.7313
N 0.7876 -1.1842 1.4498
H -2.6239 -3.3236 0.4317
H -3.1772 -1.0817 -3.1133
H -1.5170 -0.3490 -4.7614
H -0.8660 1.9323 -5.7971
H 1.4579 3.9532 -3.7050
H 2.4341 2.5597 -1.6903
H -1.8360 -3.2650 2.2745
H -0.4583 -3.9624 4.1071
H 1.8339 -3.3894 4.2655
H 2.7660 -1.2711 4.0032
C -2.7268 1.9123 -0.5987
C -1.9799 2.5925 -1.7189
C -2.4305 3.7836 -2.1238
C -1.8946 4.5415 -3.2445
C -0.9462 4.0196 -4.0063
C -0.3326 2.6812 -3.7197
C 2.0967 2.0827 -4.5245
C -0.7382 1.9874 -2.3747
N 0.5413 -0.1143 -2.5273
C 1.0453 -1.1434 -3.2021
O 0.8678 -1.5024 -4.3639
C 1.8522 -2.0524 -2.2780
C 2.4720 -3.2157 -2.7152
C 2.9204 -4.1209 -1.7600
C 2.6651 -3.8876 -0.4168
C 2.0247 -2.6973 -0.0834
N 1.7104 -1.7879 -0.9910
C 1.5630 -2.3440 1.2426
O 1.9119 -3.1132 2.2399
N 1.3577 -0.4937 2.6033
C 0.9110 -0.0062 3.9467
C -0.4317 0.1205 4.5937
C -1.7325 -0.4483 4.1058
C -0.5068 0.8656 5.7430
C 0.5403 1.6327 6.2556
C 1.7044 1.7752 5.4869
C 1.8911 1.0716 4.3394
C 3.1116 1.3220 3.5029
H -3.3410 2.6487 -0.0829
H -2.0774 1.4465 0.1340
H -3.3936 1.1395 -0.9844
H -3.2864 4.2044 -1.6097
H -2.3178 5.5123 -3.4668
H -0.5676 4.5357 -4.8828
H 1.9471 2.4356 -5.5446
H 1.8480 1.0235 -4.4925
H 3.1512 2.2105 -4.2736
H 2.5485 -3.4012 -3.7769
H 3.4203 -5.0296 -2.0671
H 2.9241 -4.5983 0.3549
H -1.8313 -0.3750 3.0270
H -2.5440 0.1245 4.5527
H -1.8650 -1.4872 4.3940
H -1.4646 0.8966 6.2482
H 0.4115 2.1905 7.1720
H 2.4592 2.4913 5.7874
H 3.6532 2.1772 3.9026
H 2.8439 1.5288 2.4676
H 3.7957 0.4686 3.4870
F 0.7683 2.8543 1.4614
B 0.2191 1.6481 1.2413
F -0.8323 1.4025 2.0482



DFT (wB97M-V/def2-TZVPD) results for a molecular structure, C38H27Cl2CoGeN4O2S.

* 2S+1: 2
* frontier orbital gap (spin up / spin down): 6.867 / 7.019 eV
* total charge: +1
* <S²>: 1.093
* relative energy (zero: lowest compared OMol25 entry of this formula, charge and spin): 0.799 eV
* HOMO (spin up / spin down): -10.5 / -10.5 eV

Element x y z (Å)
Co -0.2077 1.2037 -0.5184
Cl -3.4923 1.9066 5.9846
C -2.7480 2.0335 4.4326
C -2.5259 3.3073 3.8785
C -1.9402 3.4361 2.6508
Cl -1.6598 4.9996 1.9804
C -1.5369 2.3035 1.8726
O -0.9997 2.4788 0.7305
C -1.7862 1.0228 2.4676
C -1.4579 -0.1693 1.7735
O -0.9946 -0.2697 0.6258
C -2.3810 0.9165 3.7439
H -2.8165 4.1928 4.4273
H -1.6523 -1.1046 2.3207
H -2.5586 -0.0615 4.1751
S 2.2890 2.0198 -3.5433
C 2.9507 0.5539 -2.9422
C 2.0362 -0.1922 -2.2797
C 0.7314 0.4037 -2.2463
C 0.7421 1.6181 -2.9276
C -0.4492 2.4530 -3.0299
C -0.7423 3.3483 -4.0481
C -1.9453 4.0343 -3.9955
C -2.8169 3.8050 -2.9404
C -2.4452 2.9070 -1.9546
N -1.2899 2.2558 -1.9999
H 3.9936 0.3312 -3.1094
H 2.2556 -1.1582 -1.8471
H -0.0462 3.4916 -4.8638
H -2.2020 4.7421 -4.7720
H -3.7657 4.3171 -2.8758
H -3.0809 2.7062 -1.1018
Ge -0.8050 -0.9317 -2.5218
C -0.1811 -2.6427 -1.8032
C -0.6027 -3.1834 -0.5911
C -0.1853 -4.4489 -0.2020
C 0.6556 -5.1876 -1.0221
C 1.0892 -4.6546 -2.2284
C 0.6721 -3.3907 -2.6159
C -2.7060 -0.4923 -2.3196
C -3.3493 -0.0134 -3.4603
C -4.7188 0.2012 -3.4622
C -5.4647 -0.0656 -2.3227
C -4.8345 -0.5431 -1.1824
C -3.4637 -0.7600 -1.1829
H -0.6197 -1.0383 -4.0464
H -1.2580 -2.6133 0.0546
H -0.5264 -4.8631 0.7384
H 0.9621 -6.1833 -0.7293
H 1.7407 -5.2299 -2.8734
H 1.0049 -2.9793 -3.5631
H -2.7721 0.1938 -4.3554
H -5.2073 0.5651 -4.3569
H -6.5368 0.0811 -2.3287
H -5.4111 -0.7546 -0.2910
H -2.9912 -1.1451 -0.2924
N 6.8672 -4.0952 5.5062
C 6.2045 -3.3683 4.9127
C 5.3852 -2.4527 4.1770
C 5.6093 -1.0827 4.2921
C 4.8275 -0.1899 3.5845
C 3.8091 -0.6529 2.7587
C 3.5851 -2.0213 2.6450
C 4.3686 -2.9165 3.3471
N 3.0008 0.2657 2.0320
C 3.0077 1.6426 2.1451
C 2.0872 2.1059 1.2622
N 1.5311 1.0405 0.5949
C 2.0861 -0.0431 1.0858
H 6.3988 -0.7208 4.9355
H 5.0304 0.8661 3.6808
H 2.7951 -2.4049 2.0144
H 4.1928 -3.9794 3.2593
H 3.6330 2.1782 2.8330
H 1.7828 3.1188 1.0594
H 1.8495 -1.0432 0.7644



DFT (wB97M-V/def2-TZVPD) results for a single CH2O3 molecule.

* frontier orbital gap (spin up / spin down): 8.156 / 9.383 eV
* relative energy (zero: lowest compared OMol25 entry of this formula, charge and spin): 7.957 eV
* HOMO (spin up / spin down): -10.7 / -10.6 eV

Element x y z (Å)
C -0.3895 -0.0652 0.3057
O 0.5234 0.1132 -0.8311
O -0.1402 -0.5725 1.3691
O 1.6969 -0.3445 -0.7247
H -0.2680 1.1922 0.0906
H -1.4226 -0.3232 -0.2096



DFT (wB97M-V/def2-TZVPD) results for a single CHF2NO3 molecule.

* frontier orbital gap: 11.360 eV
* structure (SMILES): O=[N+]([O-])C(O)(F)F
* relative energy (zero: lowest compared OMol25 entry of this formula, charge and spin): 0.717 eV
* HOMO: -11.1 eV

Element x y z (Å)
C 0.3750 0.5225 -0.0096
N -0.5401 -0.8670 -0.4678
O -0.2820 -1.2358 -1.6039
O -1.2407 -1.3243 0.3610
O 0.0196 1.1178 1.1019
F 1.5943 0.0782 -0.0398
F 0.1297 1.2567 -1.0895
H -0.0559 0.4518 1.7477



DFT (wB97M-V/def2-TZVPD) results for 5 unconnected molecules or ions with the total composition H10O5.

* frontier orbital gap: 10.776 eV
* structure (SMILES): O.O.O.O.O
* relative energy (zero: lowest compared OMol25 entry of this formula, charge and spin): 0.882 eV
* HOMO: -10.8 eV

Element x y z (Å)
O 0.3093 -0.9475 0.5291
H -0.0027 -0.5147 -0.2864
H 0.5394 -1.8407 0.2577
O 0.6250 2.2729 -3.0504
H 1.4635 2.4038 -2.5991
H 0.1701 1.5890 -2.5439
O 1.3201 0.9083 2.5535
H 0.6217 1.5549 2.4232
H 1.1649 0.2439 1.8684
O -0.5083 -0.2915 -2.0165
H -1.3344 -0.4342 -2.4909
H 0.1829 -0.5974 -2.6157
O -1.7880 -1.2499 2.4616
H -1.8754 -1.6446 3.3335
H -0.8881 -1.4524 2.1758



DFT (wB97M-V/def2-TZVPD) results for a molecular structure, C14H18BrN4O9Sc.

* frontier orbital gap: 9.686 eV
* relative energy (zero: lowest compared OMol25 entry of this formula, charge and spin): 0.465 eV
* HOMO: -9.7 eV

Element x y z (Å)
Sc -0.3717 0.3839 -0.0964
O 0.6293 2.4369 0.4391
C 0.8622 2.6565 1.8440
C -0.3915 2.3516 2.6199
N -0.9006 1.0236 2.2594
C -0.3305 -0.0816 3.0516
C -0.0355 -1.2828 2.1788
O 0.6853 -2.1698 2.5886
O -0.6055 -1.2231 0.9921
C -2.3730 1.0155 2.1906
C -2.8613 1.6310 0.8864
O -3.9119 2.2208 0.8264
O -2.0091 1.4334 -0.1077
H 0.0278 3.1032 0.0956
H 1.1971 3.6702 2.0191
H 1.6621 1.9790 2.1144
H -1.1527 3.0864 2.3625
H -0.2050 2.4384 3.6928
H -0.9997 -0.3929 3.8526
H 0.6049 0.2221 3.5096
H -2.8256 1.5404 3.0247
H -2.7121 -0.0175 2.2034
Br -3.7463 -1.6930 -0.2575
C -2.5690 -1.7476 -1.7317
C -2.9528 -2.4988 -2.8255
C -2.0987 -2.5639 -3.9118
C -0.9059 -1.8658 -3.8865
C -0.6355 -1.1061 -2.7806
N -1.4378 -1.0534 -1.6979
C 0.5908 -0.2349 -2.7028
O 1.5876 -0.5461 -3.3183
O 0.4170 0.7851 -1.9077
H -3.9044 -3.0108 -2.8158
H -2.3758 -3.1497 -4.7805
H -0.1925 -1.8856 -4.7001
C 3.5550 1.6031 -0.5510
O 3.7808 0.1817 -0.6541
C 2.7711 -0.5746 -0.2760
O 1.7613 -0.0967 0.2673
N 2.9866 -1.8592 -0.5613
N 2.0578 -2.8786 -0.3647
H 4.4622 2.0633 -0.9190
H 3.3835 1.8869 0.4814
H 2.7054 1.8856 -1.1567
H 3.7847 -2.0843 -1.1188
H 1.7223 -2.8634 0.5892
H 1.2696 -2.7183 -0.9674



DFT (wB97M-V/def2-TZVPD) results for a molecular structure, C27H35BBeF4N4P2.

* frontier orbital gap (spin up / spin down): 3.210 / 3.398 eV
* relative energy (zero: lowest compared OMol25 entry of this formula, charge and spin): 4.414 eV
* HOMO (spin up / spin down): -4.2 / -4.2 eV

Element x y z (Å)
Be -0.9806 0.0189 -2.1552
C -1.5324 1.3580 -3.1424
C -1.8497 1.7593 -1.8603
C -3.1989 1.5895 -1.2238
C -3.8244 0.1680 -1.3771
C -2.8055 -0.9188 -1.3846
C -2.0278 -1.2799 -2.4577
C -2.2558 -0.8727 -3.8483
C -2.5027 0.6619 -4.0254
C 1.6605 -1.1460 -0.0566
H -0.6050 1.7082 -3.5927
H -1.3158 2.5999 -1.4241
H -3.9749 2.2710 -1.5647
H -3.0863 1.7794 -0.1423
H -4.5100 -0.0109 -0.5255
H -4.5000 0.1152 -2.2609
H -2.9073 -1.6397 -0.5610
H -1.3305 -2.0708 -2.3194
H -3.0781 -1.4516 -4.3215
H -1.3252 -1.0897 -4.4223
H -2.3783 0.9501 -5.0744
H -3.5576 0.8642 -3.8291
H 1.3895 -0.4912 -0.8176
H 2.1700 -2.0193 -0.5469
H 2.3885 -0.6140 0.5320
P 0.1251 -1.6123 0.9789
P 1.7245 1.5184 1.1972
N -0.6673 -3.0408 0.1349
N -0.2139 -2.2728 2.6138
N 1.7167 1.8900 -0.6430
N 2.1107 3.1050 1.7864
C -0.7938 0.0274 1.0372
C -0.0919 1.3243 1.4130
C -0.0435 -3.6232 -0.9817
C -0.8662 -4.6061 -1.5173
C -2.0450 -4.6865 -0.6902
C -1.8740 -3.7592 0.3506
C 0.3427 -3.4814 3.0570
C -0.1020 -3.7521 4.3473
C -0.9866 -2.7041 4.7278
C -1.0864 -1.8492 3.6430
C 2.5964 1.6120 -1.6808
C 2.4417 2.5211 -2.6850
C 1.2969 3.3023 -2.3813
C 0.9060 2.9426 -1.0821
C 1.5201 4.3719 1.7901
C 2.2808 5.2148 2.5966
C 3.3784 4.4468 3.1126
C 3.2849 3.1780 2.5626
H -1.5299 -0.2165 1.7965
H -1.4049 0.1076 0.1280
H -0.5875 2.1649 0.9222
H -0.1854 1.4764 2.4919
H 0.9211 -3.2719 -1.2911
H -0.6257 -5.2001 -2.3759
H -2.8853 -5.3348 -0.8531
H -2.4792 -3.6186 1.2295
H 0.9635 -4.0477 2.3742
H 0.2011 -4.6019 4.9529
H -1.4548 -2.5746 5.6971
H -1.7619 -1.0036 3.5223
H 3.3064 0.7813 -1.6615
H 3.0842 2.6226 -3.5450
H 0.7988 4.0389 -3.0058
H 0.1543 3.4109 -0.4245
H 0.5945 4.5452 1.2568
H 2.0849 6.2620 2.7866
H 4.1363 4.7675 3.8005
H 3.8716 2.2820 2.6729
F 0.3857 -0.5041 -2.8240
B 5.8539 -1.0974 2.7691
F 6.4533 0.0721 2.9570
F 4.6860 -1.3486 3.3441
F 6.4031 -2.0177 1.9931